Entry 1:
DFT (ωB97M-V with the def2-TZVPD basis set) results for a single C3H4O2 molecule.

Properties
Maximum force (eV/Å): 2.489
Multiplicity: 1
HOMO-LUMO gap (spin up / spin down) (eV): 8.25 / 8.25
Calculated total energy (a.u.): -267.09131
ΔE to the lowest compared entry with this formula, charge and spin (kJ/mol): 266.4
HOMO level (spin up / spin down) (hartree): -0.30167 / -0.30164

```
9
Properties=species:S:1:pos:R:3:forces:R:3
O -1.888802 0.188963 0.011916 0.17 -0.43 -0.12
O 0.233381 1.570783 0.134134 -0.10 0.04 0.00
C -1.317721 -0.830811 -0.147915 -1.97 0.20 -0.32
C 0.400501 -0.784543 0.186791 2.26 1.03 0.21
C 0.825768 0.459726 -0.287060 -0.90 -0.89 0.36
H -0.745412 1.368215 0.284403 0.56 -0.01 0.07
H 0.859530 -1.662541 -0.242826 0.01 -0.02 -0.04
H 1.403334 0.561380 -1.196344 0.13 0.05 -0.11
H 0.229420 -0.871175 1.256900 -0.15 0.03 -0.06
```
Forces are in eV/Å.

Entry 2:
DFT (ωB97M-V with the def2-TZVPD basis set) results for a molecular structure, C4H13AlO4P.

Properties
Maximum force (eV/Å): 1.840
Multiplicity: 1
HOMO-LUMO gap (eV): 6.45
Total charge: -1
Calculated total energy (a.u.): -1045.06154
HOMO level (hartree): -0.11575

```
23
Properties=species:S:1:pos:R:3:forces:R:3
P 2.388054 0.335717 -2.409105 0.42 0.41 -1.01
Al 1.678369 1.225075 -0.314322 -0.28 -0.95 1.21
O 2.422038 0.212061 1.061733 -0.88 0.63 -0.97
O 2.191323 -1.373333 -2.399701 1.00 0.32 -0.01
O 4.105381 0.491090 -2.331914 -1.35 -0.75 0.09
O -2.556003 0.601100 2.317868 0.01 -0.38 0.45
C -2.594959 -0.715765 1.792441 0.11 -0.35 -0.93
C -0.681699 -0.468841 0.112942 -0.57 0.74 -1.23
C -2.204117 -0.788876 0.286282 0.89 -0.92 1.32
C -0.360335 1.008028 -0.257534 0.66 -0.14 -0.03
H 4.327673 0.095168 -1.485228 0.43 0.03 0.25
H -2.949832 1.177196 1.670034 -0.12 0.36 -0.35
H -0.808792 1.741885 0.437975 0.09 -0.39 -0.13
H -0.074560 -0.793969 0.972083 -0.43 0.07 -0.07
H 1.279625 -1.613654 -2.259864 -0.45 0.07 0.19
H -0.723530 1.259176 -1.278497 -0.06 -0.22 0.46
H -0.339796 -1.089447 -0.741642 0.00 0.21 0.37
H -1.833264 -1.296758 2.334492 -0.31 0.20 0.00
H 2.173790 2.740114 -0.315805 0.16 0.28 0.00
H -2.327917 -1.857676 0.012078 -0.28 0.45 -0.01
H -2.854888 -0.179015 -0.357303 0.23 -0.04 0.17
H -3.578194 -1.202215 1.963191 0.24 0.31 0.00
H 3.321634 0.492937 1.189794 0.50 0.09 0.24
```
Forces are in eV/Å.

Entry 3:
DFT (ωB97M-V with the def2-TZVPD basis set) results for a single C4H6N2O molecule.

Properties
Maximum force (eV/Å): 1.856
Multiplicity: 1
HOMO-LUMO gap (eV): 8.48
Calculated total energy (a.u.): -340.71972
ΔE to the lowest compared entry with this formula, charge and spin (kJ/mol): 197.4
HOMO level (hartree): -0.28037

```
13
Properties=species:S:1:pos:R:3:forces:R:3
O -0.680813 -2.114120 -0.075878 -0.17 0.02 0.06
N 1.372958 -0.965964 -0.012627 -0.16 -0.07 -0.22
N -1.850279 0.579098 0.018397 -0.19 0.20 0.15
C 0.030537 -0.983973 0.019444 0.01 0.26 -0.04
C -0.461106 0.306904 0.148934 0.03 -0.25 0.22
C 0.665147 1.123816 0.280786 -0.25 0.18 0.05
C 1.817239 0.365245 0.146368 -0.49 0.10 -0.38
H 0.744829 2.202465 0.330718 -0.35 -0.04 -0.22
H -2.183862 1.133567 0.797026 -0.16 -0.07 0.00
H 2.232772 0.846243 -0.737587 1.81 -0.31 0.29
H -1.605763 -1.808630 -0.084124 0.07 -0.18 0.07
H -2.027779 1.113959 -0.828993 -0.03 -0.13 0.19
H 1.946123 -1.798614 -0.002466 -0.11 0.30 -0.16
```
Forces are in eV/Å.

> Which value of calculated total energy does entry 2 give?

-1045.06154 a.u.

> The highest maximum force belongs to which entry?

C3H4O2